# 1
Computed, not measured: 2 unconnected molecules or ions with the total composition C7H11N at a distorted geometry, with ωB97M-V/def2-TZVPD.

Net charge: 0
SMILES string: C=CC=C.C=CN=C

Geometry as XYZ:
```
19
Properties=species:S:1:pos:R:3:mulliken_charge:R:1
C -1.95 -1.30 0.47 -0.87
C -1.96 -0.20 -0.26 -0.07
C -0.79 0.67 -0.51 0.29
C -0.64 1.27 -1.72 -0.82
H -2.81 -1.96 0.50 0.26
H -1.11 -1.61 1.08 0.27
H -2.85 0.05 -0.83 0.29
H -0.46 1.21 0.38 0.17
H 0.22 1.84 -2.01 0.33
H -1.35 1.14 -2.52 0.25
C 2.28 0.16 -0.61 -0.64
C 1.23 -0.55 -0.19 -0.25
N 1.10 -0.92 1.28 -0.35
C 1.03 -0.05 2.17 -0.29
H 2.73 0.00 -1.57 0.29
H 2.72 0.94 0.00 0.25
H 0.84 -1.37 -0.78 0.36
H 0.82 -0.33 3.19 0.29
H 0.95 1.03 1.93 0.23
```

***

# 2
Computed, not measured: 8 unconnected molecules or ions with the total composition C46H106N6O8 at a distorted geometry, with ωB97M-V/def2-TZVPD.

Net charge: 0
SMILES string: CC1(C)CCCC(C)(C)N1O.CC1(C)CCCC(C)(C)N1O.CC1(C)CCCC(C)(C)N1O.CC1(C)CCCC(C)(C)N1O.COC[C@H](C)N.COC[C@H](C)N.CO.CO

Geometry as XYZ:
```
166
Properties=species:S:1:pos:R:3:mulliken_charge:R:1
C -9.53 -1.08 1.27 -2.03
C -9.29 0.43 1.44 1.70
C -7.97 0.84 0.67 -1.58
C -10.46 1.10 0.75 -1.27
C -10.76 2.59 1.15 -0.81
C -10.77 2.67 2.69 -1.24
C -9.45 2.13 3.44 1.44
C -8.32 3.13 3.26 -1.58
C -9.84 2.02 4.93 -1.87
N -9.21 0.79 2.87 0.23
O -8.16 0.19 3.54 -0.43
H -8.63 -1.57 1.65 0.53
H -10.40 -1.48 1.78 0.39
H -9.70 -1.25 0.20 0.41
H -7.09 0.24 0.91 0.34
H -8.03 0.72 -0.42 0.41
H -7.63 1.85 0.91 0.31
H -10.25 1.23 -0.31 0.41
H -11.37 0.52 0.66 0.42
H -9.92 3.24 0.87 0.34
H -11.63 3.06 0.68 0.43
H -11.59 1.99 2.93 0.37
H -11.02 3.68 3.01 0.51
H -8.45 4.14 3.66 0.39
H -8.19 3.28 2.18 0.28
H -7.42 2.66 3.64 0.35
H -8.92 1.76 5.46 0.40
H -10.51 1.19 5.13 0.40
H -10.27 2.95 5.30 0.39
H -8.58 -0.63 3.79 0.36
C 6.88 5.34 -2.35 -1.81
C 6.96 4.16 -3.30 1.66
C 6.96 4.68 -4.72 -1.77
C 8.36 3.56 -3.11 -1.23
C 8.56 2.27 -3.68 -0.61
C 7.49 1.27 -3.24 -1.17
C 5.97 1.74 -3.30 1.19
C 5.36 1.37 -4.74 -1.46
C 5.24 0.93 -2.21 -1.86
N 5.90 3.18 -2.96 0.31
O 4.58 3.67 -3.01 -0.37
H 6.00 5.97 -2.48 0.36
H 6.92 4.98 -1.33 0.43
H 7.74 5.99 -2.53 0.38
H 7.69 5.47 -4.92 0.38
H 6.90 3.91 -5.48 0.32
H 5.97 5.11 -4.84 0.42
H 9.16 4.24 -3.42 0.42
H 8.49 3.48 -2.03 0.39
H 8.58 2.36 -4.77 0.34
H 9.54 1.85 -3.45 0.39
H 7.59 0.95 -2.21 0.37
H 7.57 0.41 -3.91 0.33
H 4.92 0.38 -4.84 0.42
H 6.07 1.61 -5.53 0.33
H 4.49 2.00 -4.91 0.35
H 5.75 0.95 -1.25 0.34
H 5.12 -0.10 -2.57 0.42
H 4.20 1.25 -2.10 0.38
H 4.21 3.36 -3.83 0.33
C -3.92 -4.33 -6.88 -1.76
C -3.19 -3.35 -5.99 1.46
C -3.10 -1.91 -6.69 -1.81
C -4.13 -3.05 -4.76 -1.30
C -4.18 -4.16 -3.67 -0.73
C -2.69 -4.46 -3.20 -1.05
C -1.62 -4.65 -4.30 1.25
C -0.21 -4.52 -3.71 -1.75
C -1.69 -6.12 -4.89 -1.56
N -1.86 -3.65 -5.40 0.40
O -0.83 -3.58 -6.37 -0.51
H -3.32 -4.69 -7.72 0.41
H -4.79 -3.87 -7.35 0.41
H -4.23 -5.30 -6.50 0.31
H -2.57 -1.22 -6.02 0.45
H -4.09 -1.50 -6.91 0.39
H -2.47 -1.88 -7.58 0.38
H -3.84 -2.09 -4.32 0.44
H -5.10 -2.75 -5.16 0.51
H -4.67 -5.05 -4.08 0.33
H -4.73 -3.92 -2.77 0.41
H -2.73 -5.37 -2.60 0.38
H -2.39 -3.63 -2.56 0.40
H -0.10 -3.60 -3.15 0.38
H -0.09 -5.30 -2.95 0.40
H 0.62 -4.48 -4.42 0.37
H -0.90 -6.30 -5.62 0.36
H -1.54 -6.85 -4.09 0.42
H -2.60 -6.32 -5.45 0.29
H -0.38 -2.74 -6.25 0.32
C 6.10 -7.28 4.61 -1.74
C 5.11 -6.23 5.23 1.52
C 4.67 -6.67 6.70 -1.91
C 5.85 -4.83 5.32 -1.16
C 5.95 -3.96 4.03 -0.70
C 4.66 -3.96 3.35 -1.12
C 3.87 -5.31 3.11 1.60
C 2.43 -4.99 2.58 -2.03
C 4.57 -6.17 2.06 -1.69
N 3.89 -5.98 4.50 0.28
O 3.05 -7.09 4.46 -0.49
H 6.80 -7.70 5.33 0.46
H 5.63 -8.21 4.30 0.37
H 6.79 -6.89 3.86 0.33
H 5.53 -6.70 7.37 0.43
H 4.04 -5.93 7.19 0.45
H 4.15 -7.62 6.76 0.38
H 5.38 -4.35 6.18 0.45
H 6.88 -4.92 5.67 0.36
H 6.32 -2.95 4.24 0.41
H 6.69 -4.38 3.35 0.33
H 4.92 -3.50 2.40 0.26
H 3.87 -3.30 3.72 0.45
H 1.88 -4.34 3.27 0.44
H 1.90 -5.93 2.43 0.44
H 2.47 -4.35 1.70 0.44
H 4.14 -5.92 1.09 0.46
H 4.30 -7.23 2.11 0.30
H 5.62 -5.94 2.17 0.34
H 2.32 -6.73 4.97 0.36
C 2.92 0.83 6.19 -0.70
O 4.07 1.68 5.95 -0.37
C 3.84 2.71 4.92 -0.84
C 4.25 2.30 3.46 0.82
C 5.81 2.56 3.21 -1.48
N 3.55 3.10 2.43 -0.74
H 3.18 -0.19 6.47 0.29
H 2.33 0.76 5.28 0.28
H 2.19 1.19 6.92 0.28
H 2.79 2.99 5.01 0.40
H 4.43 3.57 5.24 0.31
H 4.03 1.25 3.28 0.18
H 6.03 3.63 3.21 0.38
H 6.19 2.10 2.30 0.37
H 6.33 1.97 3.96 0.37
H 3.97 2.99 1.52 0.22
H 2.63 2.71 2.27 0.24
C 0.22 7.48 -4.26 -0.75
O -0.50 6.63 -3.34 -0.27
C -1.34 7.25 -2.37 -0.68
C -2.10 6.17 -1.62 0.43
C -3.21 6.64 -0.70 -1.44
N -1.12 5.48 -0.80 -0.73
H -0.50 8.09 -4.82 0.30
H 0.81 6.89 -4.97 0.25
H 0.96 8.10 -3.77 0.30
H -0.69 7.87 -1.74 0.34
H -2.07 7.97 -2.73 0.37
H -2.40 5.32 -2.23 0.34
H -3.73 5.94 -0.05 0.39
H -3.99 6.99 -1.39 0.35
H -2.81 7.49 -0.15 0.28
H -0.62 6.21 -0.31 0.25
H -0.43 5.19 -1.47 0.29
C -0.90 0.58 -0.96 -0.44
O -0.74 0.94 0.36 -0.51
H -1.92 0.18 -0.97 0.25
H -0.62 1.41 -1.60 0.23
H -0.33 -0.32 -1.20 0.15
H -1.12 1.80 0.57 0.31
C -2.58 0.89 5.14 -0.45
O -3.80 0.48 5.84 -0.51
H -2.74 1.74 4.48 0.23
H -1.85 1.19 5.90 0.19
H -2.16 0.09 4.53 0.25
H -4.57 0.47 5.27 0.29
```

***

# 3
Computed, not measured: 2 unconnected molecules or ions with the total composition C4H10N2O2 at a distorted geometry, with ωB97M-V/def2-TZVPD.

Net charge: 0
SMILES string: CC(N)=O.CC(N)=O

Geometry as XYZ:
```
18
Properties=species:S:1:pos:R:3:mulliken_charge:R:1
C -0.76 -0.22 -1.83 -0.97
C -1.51 -1.38 -1.28 0.67
N -2.50 -1.15 -0.37 -0.41
O -1.31 -2.52 -1.68 -0.61
H -0.42 0.47 -1.05 0.26
H -1.46 0.40 -2.40 0.34
H 0.13 -0.50 -2.35 0.27
H -2.83 -1.98 0.09 0.23
H -2.74 -0.21 -0.08 0.22
C 2.42 1.08 0.75 -1.04
C 1.31 1.09 1.76 0.70
N 0.32 0.21 1.48 -0.33
O 1.23 1.88 2.68 -0.62
H 3.25 1.73 1.01 0.30
H 1.98 1.41 -0.20 0.26
H 2.84 0.08 0.59 0.34
H -0.50 0.12 2.07 0.20
H 0.57 -0.50 0.81 0.18
```

***

# 4
Computed, not measured: a single C5H12P2S molecule at a distorted geometry, with ωB97M-V/def2-TZVPD.

Net charge: 0
SMILES string: CP1CCC[P@@]1(C)=S

Geometry as XYZ:
```
20
Properties=species:S:1:pos:R:3:mulliken_charge:R:1
C 2.16 -0.49 1.64 -0.90
P 0.53 0.26 1.21 -0.02
C 0.86 1.46 -0.18 -0.71
C -0.26 1.27 -1.23 -0.89
C -0.58 -0.18 -1.63 -0.55
P -0.38 -1.17 -0.07 0.46
C -2.20 -1.17 0.90 -1.19
S 0.60 -2.85 -0.33 -0.45
H 2.13 -0.80 2.67 0.31
H 2.92 0.27 1.53 0.34
H 2.25 -1.54 1.09 0.22
H 1.80 1.35 -0.80 0.39
H 0.74 2.43 0.10 0.48
H -1.16 1.49 -0.65 0.34
H 0.00 1.80 -2.11 0.42
H -1.71 -0.43 -1.98 0.30
H 0.25 -0.47 -2.36 0.32
H -2.12 -1.85 1.76 0.34
H -2.60 -0.21 1.06 0.42
H -3.06 -1.71 0.35 0.35
```

***

The evaluated frontier orbital gap for the records listed, in turn: 8.8553, 8.3448, 10.4601, 9.1701 eV.
The evaluated electronic energy for the records listed, in turn: -8922.907, -74730.585, -11386.297, -34791.568 eV.
The evaluated relative energy (zero: lowest compared OMol25 entry of this formula, charge and spin) for the records listed, in turn: 111.19, 59.34, 13.97, 13.04 kcal/mol.